No. 1
# C10H32O6

A 6-piece molecular cluster, C10H32O6 overall in a non-equilibrium geometry (ωB97M-V with the def2-TZVPD basis set, the Open Molecules 2025 dataset).

```
48
Properties=species:S:1:pos:R:3
C -7.829 3.156 -23.873
O -8.515 2.116 -23.238
H -8.491 3.786 -24.467
H -7.313 3.710 -23.088
H -7.066 2.718 -24.516
H -8.683 1.362 -23.807
C -5.417 0.025 -22.747
O -4.770 -0.721 -21.696
H -4.919 0.094 -23.714
H -6.322 -0.582 -22.747
H -5.659 1.041 -22.433
H -4.170 -0.221 -21.137
C -4.071 -0.736 -26.131
C -3.629 -0.118 -27.477
O -2.244 -0.034 -27.590
H -3.628 -0.175 -25.309
H -3.673 -1.737 -25.964
H -5.154 -0.700 -26.009
H -4.029 0.895 -27.520
H -4.088 -0.552 -28.365
H -2.059 -0.218 -28.514
C -7.125 3.918 -27.331
C -6.291 5.103 -27.592
O -5.008 4.615 -27.983
H -6.633 3.097 -26.810
H -7.515 3.433 -28.225
H -8.060 4.234 -26.869
H -6.222 5.793 -26.751
H -6.806 5.693 -28.351
H -4.454 5.328 -28.308
C -4.121 3.602 -23.076
C -3.689 3.442 -24.495
O -4.462 4.333 -25.227
H -5.179 3.344 -23.029
H -3.965 4.635 -22.765
H -3.633 2.859 -22.447
H -3.924 2.402 -24.725
H -2.624 3.663 -24.564
H -4.395 4.128 -26.162
C -1.671 5.422 -26.688
C -0.343 6.161 -26.646
O 0.241 6.131 -27.934
H -2.214 5.790 -27.559
H -2.239 5.629 -25.781
H -1.521 4.358 -26.871
H 0.324 5.685 -25.927
H -0.562 7.166 -26.287
H 1.198 6.201 -27.897
```

Properties
- Energy relative to the best compared isomer or geometry (same formula, charge and spin): 206.9 kJ/mol
- Total charge: +1
- HOMO energy (spin up / spin down): -12.9 / -12.4 eV
- Calculated total energy: -851.14355 Ha
- Gap between HOMO and LUMO (spin up / spin down): 9.65 / 1.99 eV
- 2S+1: 2



No. 2
# C12H31Cl2N2PRhS

C12H31Cl2N2PRhS as an isolated structure in a non-equilibrium geometry (ωB97M-V with the def2-TZVPD basis set, the Open Molecules 2025 dataset).

```
50
Properties=species:S:1:pos:R:3
Rh 0.000 0.001 2.953
Cl 0.952 -0.453 0.889
Cl -2.123 -1.039 2.768
H -0.515 1.432 2.749
H 1.382 0.778 3.188
P 0.073 0.057 -3.091
C 1.777 -0.534 -3.679
C -1.132 -0.861 -4.199
C 0.076 1.840 -3.717
C 2.325 -1.561 -2.693
H 2.388 0.367 -3.580
C 1.909 -1.030 -5.112
H 1.360 -1.955 -5.273
H 2.956 -1.239 -5.340
H 1.556 -0.307 -5.842
H 2.302 -1.185 -1.673
H 3.358 -1.818 -2.939
H 1.747 -2.484 -2.712
H 1.067 2.182 -3.404
C -0.940 2.671 -2.940
C -0.043 2.069 -5.216
H 0.753 1.583 -5.773
H 0.011 3.137 -5.441
H -0.991 1.708 -5.609
H -0.818 2.542 -1.866
H -1.964 2.401 -3.188
H -0.819 3.731 -3.170
C -1.132 -2.335 -3.809
H -0.820 -0.770 -5.241
C -2.537 -0.292 -4.054
H -0.163 -2.807 -3.943
H -1.852 -2.887 -4.415
H -1.415 -2.458 -2.763
H -2.845 -0.265 -3.009
H -3.252 -0.915 -4.593
H -2.622 0.716 -4.452
C -1.248 0.966 8.587
N -1.190 0.431 7.243
C 0.000 0.001 6.573
S 0.000 0.001 4.953
N 1.190 -0.432 7.243
C 1.245 -0.971 8.586
H -0.249 1.065 9.051
H -1.911 0.335 9.214
H -1.669 1.993 8.546
H -2.061 0.495 6.693
H 2.061 -0.496 6.694
H 1.665 -1.997 8.543
H 1.908 -0.341 9.216
H 0.246 -1.070 9.048
```

Properties
- Energy relative to the best compared isomer or geometry (same formula, charge and spin): 66.7 kJ/mol
- Total charge: -1
- HOMO energy (spin up / spin down): -1.6 / -4.5 eV
- Calculated total energy: -2355.63299 Ha
- Gap between HOMO and LUMO (spin up / spin down): 4.38 / 6.08 eV
- 2S+1: 5



No. 3
# H17Na2O9

H17Na2O9 as an isolated structure in a non-equilibrium geometry (ωB97M-V with the def2-TZVPD basis set, the Open Molecules 2025 dataset).

```
28
Properties=species:S:1:pos:R:3
Na 0.011 -0.630 2.427
Na -1.955 -2.680 0.026
O 0.141 -0.965 0.077
H -0.436 -0.238 -0.176
O 1.949 -2.949 0.549
H 1.276 -2.229 0.466
H 2.360 -2.867 1.420
O -1.878 0.801 2.220
H -1.837 1.394 1.435
H -2.075 1.394 2.958
O -3.348 0.318 -2.168
H -2.838 0.053 -1.398
H -4.272 0.313 -1.880
O 2.044 0.770 -1.393
H 1.425 0.044 -1.234
H 1.687 1.236 -2.160
O 1.346 1.900 1.248
H 1.691 1.435 2.015
H 1.300 1.240 0.533
O -0.064 -1.385 -2.722
H -0.824 -1.971 -2.739
H 0.182 -1.318 -1.777
O -2.181 2.435 -0.196
H -2.084 2.011 -1.061
H -1.752 3.294 -0.306
O 3.748 -0.439 1.161
H 3.370 -0.090 1.974
H 3.017 -0.877 0.699
```

Properties
- Total charge: +1
- HOMO energy: -13.7 eV
- Calculated total energy: -1011.76839 Ha
- Gap between HOMO and LUMO: 8.61 eV



No. 4
# C2H3ClN

An isolated ion of composition C2H3ClN and charge +1 in a non-equilibrium geometry (ωB97M-V with the def2-TZVPD basis set, the Open Molecules 2025 dataset).

```
7
Properties=species:S:1:pos:R:3
C 0.394 0.293 0.159
C -0.152 -0.262 -0.935
N 0.096 0.471 1.645
Cl 0.672 0.844 3.022
H -1.347 -0.325 -1.013
H 0.367 -1.337 -1.035
H -0.031 0.316 -1.843
```

Properties
- Energy relative to the best compared isomer or geometry (same formula, charge and spin): 453.0 kJ/mol
- Total charge: +1
- HOMO energy (spin up / spin down): -15.8 / -15.6 eV
- Calculated total energy: -592.42220 Ha
- Gap between HOMO and LUMO (spin up / spin down): 8.41 / 7.87 eV
- SMILES string: CC#[N+]Cl



No. 5
# C3H8N3S

A 2-piece molecular cluster, C3H8N3S overall in a non-equilibrium geometry (ωB97M-V with the def2-TZVPD basis set, the Open Molecules 2025 dataset).

```
15
Properties=species:S:1:pos:R:3
C -0.549 1.236 -0.320
C -1.448 -1.813 -0.289
C 1.673 -0.323 0.449
N -0.987 0.444 0.578
N 0.867 1.558 -0.587
N 1.873 0.890 0.107
S -2.974 -2.208 -0.129
H -0.993 1.725 -1.202
H -1.012 -2.531 -0.943
H 2.344 -0.800 1.020
H -0.478 -0.051 1.237
H 0.900 -0.895 -0.134
H 1.211 2.486 -0.884
H 2.759 1.423 0.464
H -3.185 -1.139 0.635
```

Properties
- Energy relative to the best compared isomer or geometry (same formula, charge and spin): 622.4 kJ/mol
- Total charge: +1
- HOMO energy: -11.7 eV
- Calculated total energy: -681.07722 Ha
- Gap between HOMO and LUMO: 6.92 eV



No. 6
# C3H7N4

An isolated ion of composition C3H7N4 and charge +1 in a non-equilibrium geometry (ωB97M-V with the def2-TZVPD basis set, the Open Molecules 2025 dataset).

```
14
Properties=species:S:1:pos:R:3
C 1.056 0.790 0.479
C 1.726 -1.230 -0.201
C -0.044 0.640 -0.621
N 2.100 -0.125 0.236
N 0.355 -1.642 -0.144
N -1.645 -0.827 0.356
N -0.454 -0.713 -0.167
H 1.302 1.856 0.435
H 2.439 -2.006 -0.379
H -0.687 1.437 -0.635
H 0.418 0.538 -1.579
H -2.228 0.055 0.014
H -1.814 -1.838 0.608
H 0.738 0.490 1.428
```

Properties
- Energy relative to the best compared isomer or geometry (same formula, charge and spin): 421.5 kJ/mol
- Total charge: +1
- HOMO energy: -14.9 eV
- Calculated total energy: -337.14370 Ha
- Gap between HOMO and LUMO: 9.24 eV
- SMILES string: N[N+]1=NC=NCC1



No. 7
# FI2P

A 2-piece molecular cluster, FI2P overall in a non-equilibrium geometry (ωB97M-V with the def2-TZVPD basis set, the Open Molecules 2025 dataset).

```
4
Properties=species:S:1:pos:R:3
F -0.627 -0.599 0.201
P 0.658 0.435 0.128
I 0.776 2.443 -2.903
I 2.344 -1.357 0.626
```

Properties
- Energy relative to the best compared isomer or geometry (same formula, charge and spin): 169.6 kJ/mol
- Total charge: 0
- HOMO energy (spin up / spin down): -9.0 / -10.1 eV
- Calculated total energy: -1036.59123 Ha
- Gap between HOMO and LUMO (spin up / spin down): 5.83 / 8.07 eV



No. 8
# C7H18AuClOSn

C7H18AuClOSn as an isolated structure in a non-equilibrium geometry (ωB97M-V with the def2-TZVPD basis set, the Open Molecules 2025 dataset).

```
29
Properties=species:S:1:pos:R:3
Au -0.009 -0.228 0.061
Cl -1.289 1.747 -1.180
C -1.948 -0.825 0.747
H -1.815 -1.513 1.596
H -2.297 -1.299 -0.196
H -2.586 0.065 0.970
Sn -0.071 0.640 -2.901
C -1.382 1.103 -4.521
C 1.571 1.853 -3.402
C 0.222 -1.194 -2.004
H 2.339 1.676 -2.650
H 1.983 1.676 -4.403
H 1.139 2.858 -3.318
H -2.356 0.682 -4.230
H -1.359 2.210 -4.493
H -1.062 0.698 -5.491
H -0.542 -1.953 -2.199
H 1.197 -1.686 -2.093
C -0.525 -0.516 3.788
C 0.787 -0.307 3.085
C 1.964 -0.910 3.900
O 0.894 -0.902 1.831
H -0.661 -1.593 4.055
H -1.348 -0.115 3.175
H -0.516 0.114 4.694
H 0.981 0.784 2.985
H 1.759 -1.980 4.136
H 2.846 -0.784 3.250
H 2.084 -0.301 4.808
```

Properties
- Energy relative to the best compared isomer or geometry (same formula, charge and spin): 78.0 kJ/mol
- Total charge: -2
- HOMO energy (spin up / spin down): 3.1 / -0.9 eV
- Calculated total energy: -1162.72161 Ha
- Gap between HOMO and LUMO (spin up / spin down): 2.30 / 6.24 eV
- 2S+1: 3